ORCA calculation (ωB97M-V/def2-TZVPD) on C23H40Cl3N4O3SiV as an isolated structure.

Structure (ORCA input):
```
! wB97M-V def2-TZVPD RIJCOSX def2/J DEFGRID3
* xyz 0 3
C -1.95 -2.09 -3.24
C -1.35 -2.93 -2.17
H -1.58 -2.35 -4.23
H -1.72 -1.05 -3.03
H -3.04 -2.19 -3.25
C -0.70 -4.10 -2.34
C -0.39 -4.68 -3.68
H -0.22 -4.60 -1.48
H -0.01 -3.90 -4.37
H -1.27 -5.16 -4.15
H 0.38 -5.46 -3.56
V 0.14 1.55 0.77
Cl -2.17 1.28 0.61
Cl 1.76 3.16 0.30
H 1.14 4.66 4.40
H -1.18 6.18 3.58
C 1.22 4.51 3.31
C -0.79 5.86 2.60
N -0.09 4.59 2.69
H 1.59 3.50 3.12
C -0.64 3.44 2.31
O -0.06 2.34 2.58
H -1.64 5.75 1.92
H -1.57 3.45 1.73
H 1.91 5.24 2.85
H -0.12 6.65 2.22
H 1.90 -0.79 -2.68
H 2.54 -3.45 -1.56
C 2.81 -0.60 -2.10
C 3.30 -2.82 -1.08
N 2.83 -1.45 -0.91
H 2.84 0.45 -1.79
C 2.40 -0.97 0.27
O 2.01 0.22 0.41
H 3.57 -3.25 -0.11
H 2.46 -1.70 1.11
H 3.70 -0.85 -2.69
H 4.19 -2.80 -1.73
O -0.10 -1.52 -1.25
C -1.18 -2.17 -0.83
C 0.27 -3.44 0.87
C -0.97 -2.95 0.48
H 1.14 -3.14 0.27
C 0.41 -4.23 2.01
H -2.10 -1.57 -0.71
C -2.05 -3.09 1.36
H 1.38 -4.65 2.26
C -0.69 -4.46 2.83
C -1.93 -3.87 2.52
H -2.98 -2.57 1.11
H -0.60 -5.06 3.75
H -2.80 -4.00 3.17
Si -0.35 3.03 -2.25
Cl 0.00 1.00 -1.43
C 1.30 3.65 -2.91
C -1.33 4.25 -1.21
C -1.29 2.65 -3.83
H 2.04 2.85 -3.01
H 1.75 4.46 -2.32
H 1.11 4.05 -3.91
H -0.61 2.21 -4.58
H -1.66 3.61 -4.24
H -2.15 1.97 -3.69
H -2.05 3.79 -0.52
H -1.89 4.92 -1.88
H -0.64 4.89 -0.64
N -1.19 -0.77 4.21
C 0.12 -1.23 4.16
C 0.64 -0.78 2.97
N -0.32 -0.06 2.29
C -1.42 -0.09 3.04
H -1.88 -0.89 4.94
H 0.60 -1.81 4.93
H 1.62 -0.94 2.55
H -2.39 0.32 2.81
*
```

HOMO level (spin up / spin down) = -5.56 / -5.55 eV
molecular weight = 605.99 g/mol
E_LUMO (spin up / spin down) = -0.90 / -0.32 eV
electronic energy = -107737.46193 eV
HOMO-LUMO gap (spin up / spin down) = 0.171 / 0.192 Ha
energy above the lowest of the compared OMol25 structures with the same formula, charge and spin = 4.395 eV
largest force on an atom = 3.3 eV/Å

These are the Mulliken partial charges, in e, on atoms 1 to 2:
1. C -1.2702
2. C 0.3303

=====

ORCA calculation (ωB97M-V/def2-TZVPD) on C23H40Cu2F6N4OP as an isolated structure.

Structure (ORCA input):
```
! wB97M-V def2-TZVPD RIJCOSX def2/J DEFGRID3
* xyz 1 1
C 0.77 5.43 4.96
C 0.89 3.91 5.04
C 1.21 3.19 3.76
C 0.12 3.32 2.72
N 0.36 2.42 1.52
C -0.72 2.69 0.50
C -0.87 1.43 -0.32
C -0.53 0.28 0.64
C 0.06 0.95 1.87
C 1.75 2.54 0.92
C 2.20 3.97 0.64
C 3.34 4.10 -0.35
H 0.21 5.83 4.11
H 1.79 5.84 4.89
H 0.27 5.84 5.83
H -0.06 3.49 5.40
H 1.63 3.74 5.83
H 1.32 2.12 3.96
H 2.16 3.47 3.31
H 0.11 4.33 2.30
H -0.85 3.04 3.14
H -0.43 3.55 -0.10
H -1.64 2.92 1.03
H -0.15 1.40 -1.13
H -1.89 1.38 -0.70
H 0.19 -0.39 0.19
H -1.42 -0.26 0.94
H 0.97 0.55 2.33
H -0.66 0.95 2.68
H 1.66 2.00 -0.02
H 2.45 1.93 1.50
H 2.33 4.50 1.59
H 1.36 4.50 0.17
H 3.39 3.39 -1.18
H 4.25 4.00 0.25
H 3.48 5.10 -0.75
Cu 0.22 -4.71 0.08
Cu 2.00 -3.88 -2.29
O 0.00 -3.11 -1.53
H -0.19 -2.70 -0.68
P 0.40 -2.85 2.50
F 1.26 -4.19 2.07
F -0.72 -3.37 1.35
F -0.39 -3.76 3.56
F -0.53 -1.56 2.73
F 1.42 -2.42 3.66
F 1.20 -2.04 1.36
N -1.02 -4.14 -3.95
C -1.57 -5.37 -4.24
C -2.09 -5.30 -5.51
C -1.65 -4.08 -6.07
C -1.14 -3.33 -5.04
H -0.60 -3.80 -3.09
H -1.69 -6.09 -3.44
H -2.68 -6.09 -5.95
H -1.76 -3.80 -7.11
H -0.84 -2.30 -5.01
N 1.45 -0.78 -2.02
C 2.40 -0.64 -1.05
C 3.20 0.42 -1.34
C 2.70 0.98 -2.55
C 1.63 0.23 -2.96
H 0.77 -1.53 -2.12
H 2.37 -1.39 -0.27
H 4.00 0.85 -0.75
H 2.99 1.89 -3.03
H 0.88 0.39 -3.72
N -3.02 -3.02 -1.39
C -3.46 -2.61 -0.15
C -4.84 -2.61 -0.22
C -5.24 -3.00 -1.48
C -4.08 -3.31 -2.19
H -2.06 -3.02 -1.71
H -2.72 -2.36 0.58
H -5.47 -2.24 0.58
H -6.23 -3.10 -1.90
H -3.96 -3.72 -3.18
*
```

HOMO level = -9.84 eV
molecular weight = 660.65 g/mol
E_LUMO = -5.27 eV
electronic energy = -147378.04099 eV
HOMO-LUMO gap = 0.168 Ha
largest force on an atom = 2.4 eV/Å

These are the Mulliken partial charges, in e, on atoms 1 to 2:
1. C -1.1935
2. C -0.6975

=====

ORCA calculation (ωB97M-V/def2-TZVPD) on a 3-piece molecular cluster, C23H40FN4O8 overall.

Structure (ORCA input):
```
! wB97M-V def2-TZVPD RIJCOSX def2/J DEFGRID3
* xyz 1 1
C 0.31 4.60 -0.57
C 0.16 3.27 0.21
O -0.95 2.44 -0.28
C -0.57 1.15 -0.35
C -0.28 0.60 -1.59
N -0.40 1.31 -2.82
C 0.38 2.26 -2.95
O 1.07 3.18 -3.16
C 0.13 -0.73 -1.68
C 0.48 -1.35 -3.05
O -0.27 -2.09 -3.59
O 1.73 -1.00 -3.55
N 2.72 -1.93 -3.15
C 0.25 -1.50 -0.51
C 0.69 -2.96 -0.58
O -0.34 -3.93 -0.41
C -1.66 -3.43 -0.57
C -0.07 -0.90 0.71
C 0.05 -1.80 1.96
C 1.49 -1.75 2.63
C 2.55 -1.00 1.81
F 1.36 -1.15 3.89
N -0.49 0.39 0.76
C -0.86 0.94 2.09
C -2.34 0.46 2.36
C -3.32 1.27 1.49
N -3.88 0.67 0.32
O -3.62 2.41 1.77
H 1.29 4.60 -1.06
H 0.35 5.42 0.17
H -0.52 4.82 -1.25
H 0.02 3.53 1.27
H 1.11 2.71 0.17
H 2.85 -1.90 -2.14
H 2.37 -2.85 -3.44
H 1.27 -3.19 -1.49
H 1.40 -3.12 0.26
H -2.01 -2.82 0.29
H -1.84 -2.93 -1.53
H -2.32 -4.32 -0.57
H -0.67 -1.55 2.75
H -0.14 -2.86 1.70
H 1.79 -2.79 2.82
H 3.49 -1.04 2.37
H 2.68 -1.48 0.83
H 2.23 0.06 1.72
H -0.90 2.03 2.10
H -0.16 0.62 2.88
H -2.42 -0.58 2.02
H -2.51 0.58 3.44
H -3.21 0.70 -0.45
H -4.72 1.17 0.07
C 1.39 0.78 -6.93
C 2.61 1.68 -6.90
C 2.22 3.13 -6.65
O 3.31 1.58 -8.14
H 0.71 1.07 -7.73
H 1.68 -0.26 -7.11
H 0.84 0.82 -5.98
H 3.30 1.35 -6.12
H 1.57 3.50 -7.45
H 3.11 3.77 -6.64
H 1.70 3.25 -5.70
H 2.72 1.87 -8.84
C -2.02 -0.78 7.74
C -1.91 -1.18 6.28
C -1.28 -2.55 6.12
O -1.12 -0.21 5.58
H -1.03 -0.73 8.20
H -2.46 0.21 7.84
H -2.63 -1.49 8.30
H -2.90 -1.17 5.82
H -0.27 -2.56 6.53
H -1.20 -2.82 5.07
H -1.87 -3.32 6.63
H -0.24 -0.20 5.97
*
```

HOMO level = -11.81 eV
molecular weight = 519.59 g/mol
E_LUMO = -4.40 eV
electronic energy = -49547.88214 eV
HOMO-LUMO gap = 0.273 Ha
largest force on an atom = 2.0 eV/Å

These are the Mulliken partial charges, in e, on atoms 1 to 2:
1. C -1.4218
2. C 0.0620